Entry from the Open Molecules 2025 dataset: C14H50B2In2O14 as an isolated structure in a non-equilibrium geometry (ωB97M-V with the def2-TZVPD basis set).

Atoms and positions in Å:
In: 15.204 17.174 -19.754
In: 19.567 20.139 -21.193
B: 16.568 20.060 -20.018
H: 15.654 20.522 -20.360
H: 17.358 20.789 -19.934
H: 16.332 19.572 -19.085
H: 16.761 19.269 -20.726
B: 18.161 17.160 -20.879
H: 17.406 16.390 -20.927
H: 19.186 16.826 -20.856
H: 18.040 17.807 -21.734
H: 18.050 17.683 -19.941
C: 19.734 18.809 -17.291
C: 21.039 18.447 -17.887
O: 20.938 18.064 -19.282
O: 19.006 19.715 -18.063
H: 19.964 19.178 -16.291
H: 19.244 17.863 -17.062
H: 21.685 17.793 -17.301
H: 21.665 19.339 -17.875
H: 21.198 17.142 -19.329
H: 18.258 19.886 -17.486
C: 21.709 22.663 -18.939
C: 20.266 22.989 -18.441
O: 19.365 22.916 -19.569
O: 21.735 21.416 -19.486
H: 22.407 22.781 -18.110
H: 22.063 23.332 -19.724
H: 20.162 24.020 -18.101
H: 19.922 22.240 -17.729
H: 18.557 23.351 -19.288
H: 22.590 21.053 -19.245
C: 14.241 17.841 -23.350
C: 13.327 18.879 -22.570
O: 12.916 18.399 -21.299
O: 15.465 17.593 -22.726
H: 14.554 18.314 -24.282
H: 13.825 16.909 -23.732
H: 12.513 19.321 -23.146
H: 13.928 19.781 -22.452
H: 11.959 18.402 -21.374
H: 16.188 17.590 -23.357
C: 16.100 16.672 -16.009
C: 15.149 15.496 -16.061
O: 14.847 15.215 -17.462
O: 15.591 17.846 -16.699
H: 17.073 16.385 -16.409
H: 16.295 17.039 -15.001
H: 14.267 15.822 -15.508
H: 15.589 14.672 -15.501
H: 14.198 14.508 -17.502
H: 16.041 18.647 -16.423
C: 14.966 23.718 -19.540
C: 16.017 24.480 -18.613
O: 16.926 23.660 -17.953
O: 15.629 23.130 -20.620
H: 14.229 24.288 -20.105
H: 14.435 23.005 -18.908
H: 15.447 25.025 -17.861
H: 16.676 25.202 -19.097
H: 16.648 22.748 -17.839
H: 15.906 22.234 -20.414
C: 12.571 20.485 -16.554
C: 13.467 20.156 -17.782
O: 13.253 18.908 -18.395
O: 11.236 21.040 -16.767
H: 13.212 21.144 -15.968
H: 12.430 19.576 -15.970
H: 14.547 20.159 -17.637
H: 13.290 20.887 -18.571
H: 12.301 18.832 -18.304
H: 10.667 20.290 -16.956
C: 17.470 22.313 -23.623
C: 16.798 20.943 -23.891
O: 17.668 19.972 -23.485
O: 17.952 22.448 -22.331
H: 16.934 23.256 -23.721
H: 18.348 22.339 -24.268
H: 16.469 20.860 -24.927
H: 15.898 20.852 -23.284
H: 17.470 19.187 -24.000
H: 17.313 22.956 -21.826

Values from the calculation:
HOMO energy in eV: -19.61
Net charge: +4
E_tot in eV: -55632.7991
Orbital gap in eV: 2.5
ΔE to the lowest compared entry with this formula, charge and spin in eV: 8.461

Entry from the Open Molecules 2025 dataset: a 11-piece molecular cluster, C14H50N12O11 overall in a non-equilibrium geometry (ωB97M-V with the def2-TZVPD basis set).

Atoms and positions in Å:
N: 2.529 0.299 2.783
C: 3.123 1.163 1.936
N: 4.103 1.928 2.539
O: 2.847 1.281 0.741
H: 1.671 -0.144 2.490
H: 2.998 0.051 3.632
H: 4.573 2.544 1.898
H: 4.532 1.669 3.405
N: -1.409 -0.790 -0.616
C: -0.384 -0.418 0.187
N: 0.478 0.434 -0.417
O: -0.168 -0.944 1.299
H: -1.541 -0.376 -1.550
H: -1.894 -1.661 -0.496
H: 1.352 0.587 0.092
H: 0.340 0.674 -1.379
N: 3.620 1.870 -4.564
C: 3.415 1.057 -3.505
N: 2.480 1.471 -2.586
O: 4.054 0.021 -3.327
H: 4.328 1.673 -5.243
H: 2.867 2.487 -4.817
H: 1.805 2.177 -2.811
H: 2.383 0.837 -1.813
N: -2.873 -3.306 -2.108
C: -3.725 -2.571 -2.866
N: -3.111 -2.022 -3.933
O: -4.929 -2.502 -2.608
H: -3.187 -3.658 -1.223
H: -1.915 -3.486 -2.345
H: -2.120 -2.100 -4.040
H: -3.644 -1.462 -4.574
N: -1.330 -3.730 1.098
C: -0.687 -4.934 1.204
N: -1.525 -6.004 1.042
O: 0.466 -5.087 1.605
H: -0.782 -2.883 0.995
H: -2.321 -3.858 1.163
H: -2.401 -5.918 0.556
H: -1.177 -6.946 0.978
N: -0.145 -1.098 4.221
C: 0.288 -2.102 5.030
N: 0.488 -3.288 4.409
O: 0.529 -1.949 6.232
H: -0.336 -0.225 4.675
H: -0.267 -1.257 3.235
H: 0.631 -4.097 4.981
H: 0.590 -3.309 3.411
C: 1.519 4.091 -0.313
C: 1.486 5.445 -1.025
O: 2.396 5.463 -2.109
H: 0.859 4.039 0.554
H: 2.523 3.853 0.041
H: 1.209 3.323 -1.018
H: 1.591 6.295 -0.343
H: 0.487 5.562 -1.450
H: 3.289 5.470 -1.750
C: -2.557 2.740 0.327
C: -2.246 3.666 1.527
O: -1.736 4.871 0.956
H: -1.647 2.572 -0.247
H: -3.285 3.323 -0.240
H: -2.991 1.774 0.578
H: -1.466 3.253 2.168
H: -3.160 3.737 2.119
H: -1.070 5.276 1.515
C: 4.474 -2.142 1.780
C: 3.003 -2.555 1.581
O: 2.963 -3.893 2.052
H: 4.712 -1.136 1.423
H: 5.136 -2.790 1.207
H: 4.785 -2.168 2.825
H: 2.743 -2.397 0.528
H: 2.248 -2.057 2.188
H: 2.153 -4.343 1.762
C: -4.988 0.069 -0.718
O: -5.859 -0.174 -1.785
H: -4.576 -0.814 -0.222
H: -4.150 0.732 -0.973
H: -5.545 0.683 -0.004
H: -5.590 -1.009 -2.234
C: -2.044 1.856 -3.179
O: -1.463 0.569 -3.013
H: -2.748 1.971 -2.359
H: -1.320 2.665 -3.285
H: -2.682 1.867 -4.069
H: -1.074 0.211 -3.816

Values from the calculation:
SMILES: NC(N)=O.NC(N)=O.NC(N)=O.NC(N)=O.NC(N)=O.NC(N)=O.CCO.CCO.CCO.CO.CO
HOMO energy in eV: -9.13
Net charge: 0
E_tot in eV: -55737.2619
Orbital gap in eV: 8.6
ΔE to the lowest compared entry with this formula, charge and spin in eV: 0.478

Entry from the Open Molecules 2025 dataset: C14H52FeN24O14 as an isolated structure in a non-equilibrium geometry (ωB97M-V with the def2-TZVPD basis set).

Atoms and positions in Å:
Fe: -1.320 1.639 0.628
O: -1.853 -0.244 -0.053
C: -0.660 -0.762 -0.635
C: 0.718 0.051 -0.432
O: 0.722 1.441 -0.058
H: -0.773 -0.894 -1.721
H: -0.508 -1.807 -0.339
H: 1.161 0.019 -1.432
H: 1.222 -0.595 0.289
C: -0.978 4.646 1.542
O: -0.720 3.424 1.477
N: -1.397 5.416 0.544
N: -0.599 5.312 2.650
H: -1.620 5.005 -0.346
H: -1.325 6.397 0.737
H: -0.284 4.876 3.497
H: -0.700 6.310 2.601
C: 0.640 -4.522 1.060
O: 1.459 -3.730 1.573
N: 1.038 -5.708 0.622
N: -0.660 -4.215 0.879
H: 0.314 -6.294 0.237
H: 1.939 -6.050 0.900
H: -1.221 -3.558 1.392
H: -0.988 -4.715 0.051
C: 3.245 2.851 2.710
O: 3.992 3.828 2.876
N: 1.978 3.065 2.272
N: 3.544 1.561 2.848
H: 1.710 4.014 2.078
H: 1.535 2.424 1.618
H: 4.479 1.253 3.048
H: 2.870 0.846 2.600
C: -2.536 -4.866 -1.905
O: -1.427 -5.305 -1.584
N: -2.850 -3.565 -1.748
N: -3.544 -5.690 -2.287
H: -2.068 -3.058 -1.362
H: -3.754 -3.163 -1.914
H: -3.541 -6.666 -2.058
H: -4.352 -5.092 -2.343
C: -0.049 -0.901 -4.545
O: -0.903 -0.111 -4.972
N: 1.252 -0.627 -4.291
N: -0.322 -2.165 -4.233
H: 1.794 0.086 -4.748
H: 1.636 -0.913 -3.406
H: 0.437 -2.807 -4.102
H: -1.267 -2.464 -4.426
C: 0.383 0.216 3.359
O: -0.509 0.745 2.675
N: 1.454 -0.411 2.832
N: 0.265 0.124 4.678
H: 1.495 -0.406 1.823
H: 2.146 -0.924 3.347
H: 0.700 -0.662 5.129
H: -0.431 0.691 5.127
C: 2.061 3.896 -2.949
O: 2.458 4.840 -3.648
N: 1.577 2.718 -3.421
N: 2.026 3.972 -1.622
H: 1.490 2.544 -4.406
H: 1.093 2.097 -2.791
H: 2.439 4.818 -1.269
H: 1.700 3.173 -1.091
C: 4.883 -1.881 0.446
O: 5.557 -1.389 -0.451
N: 5.298 -2.010 1.726
N: 3.588 -2.203 0.224
H: 6.214 -1.610 1.861
H: 4.702 -2.079 2.529
H: 3.033 -2.788 0.828
H: 3.318 -2.048 -0.731
C: -4.432 0.657 -2.394
O: -5.407 0.947 -3.081
N: -4.411 0.722 -1.031
N: -3.267 0.238 -2.925
H: -5.128 1.162 -0.484
H: -3.670 0.311 -0.483
H: -3.075 0.487 -3.881
H: -2.527 -0.005 -2.284
C: 5.397 1.612 -2.419
O: 6.550 1.424 -2.040
N: 5.062 2.372 -3.458
N: 4.353 0.890 -1.949
H: 4.257 2.330 -4.052
H: 5.856 2.904 -3.786
H: 3.464 0.730 -2.395
H: 4.594 0.009 -1.505
C: -3.651 1.746 2.694
O: -3.194 1.789 1.534
N: -4.110 0.627 3.252
N: -3.625 2.765 3.586
H: -3.930 -0.270 2.835
H: -4.592 0.761 4.120
H: -3.359 3.710 3.372
H: -3.803 2.563 4.551
C: -4.006 -2.241 1.922
O: -4.762 -2.473 2.869
N: -2.667 -2.079 2.039
N: -4.453 -1.983 0.672
H: -2.323 -1.780 2.939
H: -2.315 -1.564 1.228
H: -5.391 -2.303 0.500
H: -3.842 -1.457 0.066

Values from the calculation:
HOMO energy (spin up / spin down) in eV: -8.77 / -8.56
Net charge: 0
Spin multiplicity: 5
E_tot in eV: -114187.7112
Orbital gap (spin up / spin down) in eV: 8.3 / 8.1